No. 1
{
  "formula": "C3H5NS2",
  "method": "the ωB97M-V functional and the def2-TZVPD basis",
  "smiles": "C[C@@H]1NC(=S)S1",
  "gap_ev": 9.02,
  "fmax_ev_per_a": 6.2,
  "relative_energy_kcal_mol": 47.1,
  "e_lumo_ha": 0.0036,
  "molar_mass_g_mol": 119.21,
  "e_homo_ev": -8.92,
  "elements": ["C", "C", "N", "C", "S", "S", "H", "H", "H", "H", "H"],
  "positions_angstrom": [[-1.42564, -0.28115, -0.35664], [-0.18987, -0.32302, 0.50286], [0.55492, 0.92311, 0.12824], [1.88718, 0.09250, -0.20849], [3.32595, 0.66507, -0.65791], [1.09319, -1.44461, 0.01601], [-2.21453, 0.56828, -0.07582], [-1.95553, -1.19100, -0.17312], [-1.06426, -0.16765, -1.46739], [-0.70771, -0.50105, 1.55740], [0.69630, 1.65952, 0.73486]]
}

=====

No. 2
{
  "formula": "C26H27ClOPTm",
  "method": "the ωB97M-V functional and the def2-TZVPD basis",
  "gap_ev": [8.86, 8.85],
  "s2": 2.003,
  "fmax_ev_per_a": 5.5,
  "relative_energy_kcal_mol": 58.1,
  "e_lumo_ha": [0.0161, 0.0161],
  "molar_mass_g_mol": 590.86,
  "e_homo_ev": [-8.42, -8.41],
  "spin_multiplicity": 3,
  "elements": ["C", "C", "C", "H", "C", "C", "H", "H", "H", "H", "Tm", "Cl", "P", "C", "C", "H", "C", "H", "C", "H", "C", "H", "C", "H", "C", "C", "H", "C", "H", "C", "H", "C", "H", "C", "H", "C", "C", "H", "C", "H", "C", "H", "C", "H", "C", "H", "C", "C", "C", "O", "H", "H", "H", "H", "H", "H", "H"],
  "positions_angstrom": [[-0.86735, -1.80589, 3.11100], [-0.72656, -2.48175, 1.81474], [0.72154, -2.70394, 1.57452], [-1.51004, -2.72115, 1.15969], [1.45011, -2.15570, 2.73529], [0.47466, -1.62657, 3.66742], [0.69534, -1.13479, 4.60018], [-1.75891, -1.43144, 3.51459], [1.15807, -3.13168, 0.72240], [2.48991, -2.08479, 2.81821], [0.26203, -0.34444, 1.79139], [2.29428, 0.90702, 1.80676], [0.32465, -0.15129, -0.81023], [1.54736, -1.22077, -1.48905], [1.24691, -1.92456, -2.65014], [0.24443, -1.90305, -3.05925], [2.23668, -2.66744, -3.29799], [1.98849, -3.21597, -4.20215], [3.53453, -2.69967, -2.79154], [4.30307, -3.27750, -3.29931], [3.84198, -1.98406, -1.63590], [4.85425, -1.99570, -1.24097], [2.86183, -1.25212, -0.98491], [3.10417, -0.68339, -0.08520], [-1.28283, -0.64253, -1.35509], [-1.74222, -1.97043, -1.26732], [-1.10437, -2.74159, -0.84299], [-3.00717, -2.30268, -1.73481], [-3.34721, -3.33306, -1.67342], [-3.83200, -1.32332, -2.28424], [-4.82116, -1.58356, -2.64834], [-3.38133, -0.00453, -2.36093], [-4.02105, 0.76401, -2.78280], [-2.11866, 0.33353, -1.90085], [-1.77096, 1.36131, -1.95605], [0.64564, 1.47496, -1.31590], [1.15245, 1.59908, -2.59695], [1.40102, 0.71533, -3.17426], [1.35894, 2.86111, -3.15928], [1.75832, 2.94011, -4.16610], [1.06046, 4.00807, -2.42881], [1.22296, 4.98915, -2.86330], [0.55496, 3.88970, -1.13197], [0.32532, 4.78041, -0.55521], [0.34712, 2.64045, -0.57440], [-0.04783, 2.54719, 0.44315], [-0.04063, 2.02633, 3.82155], [-1.38292, 1.48886, 3.30339], [-2.45687, 2.57292, 3.38756], [-1.30599, 0.98062, 2.00811], [0.32586, 2.81092, 3.13913], [0.70275, 1.21389, 3.87516], [-0.14879, 2.43112, 4.81785], [-1.70085, 0.66437, 4.00355], [-2.17117, 3.40100, 2.73065], [-3.40087, 2.16461, 3.06436], [-2.54235, 2.93331, 4.40905]]
}

=====

No. 3
{
  "formula": "C8H20N3",
  "method": "the ωB97M-V functional and the def2-TZVPD basis",
  "gap_ev": [7.12, 7.31],
  "s2": 2.011,
  "fmax_ev_per_a": 3.9,
  "charge": 1,
  "relative_energy_kcal_mol": 23.7,
  "e_lumo_ha": [-0.1513, -0.2159],
  "molar_mass_g_mol": 158.27,
  "e_homo_ev": [-11.24, -13.19],
  "spin_multiplicity": 3,
  "elements": ["C", "C", "C", "C", "C", "C", "C", "C", "N", "N", "N", "H", "H", "H", "H", "H", "H", "H", "H", "H", "H", "H", "H", "H", "H", "H", "H", "H", "H", "H", "H"],
  "positions_angstrom": [[-0.25486, 3.66871, 0.95362], [1.39593, -4.02983, -1.50746], [-1.08194, 2.83802, 0.02407], [0.18034, -3.38803, -0.92775], [-0.61744, 1.40469, 0.37517], [0.17849, -1.84013, -0.90070], [-1.33055, 0.17823, -0.10500], [-0.84321, -1.31576, 0.06186], [2.03246, 3.04859, 0.68824], [-0.67846, 4.47544, 1.82634], [2.25736, 2.47841, 1.81240], [2.25926, -3.45591, -1.18761], [1.37839, -4.07101, -2.59685], [1.46133, -5.12087, -1.09834], [-2.15880, 2.94034, 0.17139], [-0.91904, 3.11229, -1.05489], [-0.66920, -3.80224, -1.50809], [-0.03998, -3.69015, 0.10308], [0.45035, 1.41326, -0.07547], [-0.71644, 1.46206, 1.49527], [1.31445, -1.42444, -0.83141], [-0.11828, -1.51548, -1.93682], [-2.44237, 0.23072, 0.23543], [-1.52646, 0.37999, -1.18311], [-1.75159, -1.89484, -0.04588], [-0.44865, -1.47073, 1.06627], [1.69135, 2.40558, -0.06993], [0.12120, 4.98781, 2.39990], [-1.64488, 4.78480, 1.84761], [2.34863, 3.13094, 2.55972], [2.10512, 1.50191, 2.04932]]
}

=====

No. 4
{
  "formula": "C6H13N2",
  "method": "the ωB97M-V functional and the def2-TZVPD basis",
  "smiles": "C[C@@H]1[C@@H](C)[NH+]=CN1C",
  "gap_ev": 11.06,
  "fmax_ev_per_a": 5.7,
  "charge": 1,
  "relative_energy_kcal_mol": 46.4,
  "e_lumo_ha": -0.1100,
  "molar_mass_g_mol": 113.18,
  "e_homo_ev": -14.05,
  "elements": ["C", "C", "C", "C", "N", "C", "N", "C", "H", "H", "H", "H", "H", "H", "H", "H", "H", "H", "H", "H", "H"],
  "positions_angstrom": [[-0.74586, 1.70467, -0.78079], [-0.19806, 0.72191, 0.27348], [1.40438, 0.00183, -0.31632], [2.37135, 0.24478, 0.81200], [0.98491, -1.34195, -0.57241], [-0.31502, -1.49296, -0.42507], [-0.97019, -0.52371, 0.07948], [-2.32557, -0.78907, 0.55795], [-1.62942, 2.02900, -0.44894], [-1.00637, 1.27055, -1.77284], [-0.00187, 2.46303, -0.84211], [0.03505, 0.86111, 1.36835], [1.73486, 0.62155, -1.27746], [1.98571, -0.06908, 1.74052], [2.76873, 1.29276, 0.67260], [3.19825, -0.31894, 0.59501], [1.36356, -2.02320, -1.21097], [-0.74763, -2.38312, -0.65032], [-2.21159, -0.57016, 1.70614], [-2.92919, 0.01948, 0.05941], [-2.76605, -1.71848, 0.43230]]
}

=====

No. 5
{
  "formula": "C2H7N3S",
  "method": "the ωB97M-V functional and the def2-TZVPD basis",
  "smiles": "[H]/N=C(/CN)NS",
  "gap_ev": 9.91,
  "fmax_ev_per_a": 3.0,
  "relative_energy_kcal_mol": 9.9,
  "e_lumo_ha": 0.0280,
  "molar_mass_g_mol": 105.17,
  "e_homo_ev": -9.15,
  "elements": ["H", "N", "C", "C", "N", "N", "S", "H", "H", "H", "H", "H", "H"],
  "positions_angstrom": [[-0.48948, -2.25369, -1.20157], [-0.03944, -1.34658, -1.36965], [-0.05335, -0.46178, -0.45051], [0.51169, 0.87061, -0.72946], [0.52685, 1.79133, 0.40999], [-0.60002, -0.63046, 0.83010], [-1.68872, -1.85989, 1.24067], [1.47820, 0.69600, -1.21216], [-0.03238, 1.28545, -1.56895], [0.39031, 2.76333, 0.10621], [1.44954, 1.74263, 0.88271], [-0.62898, 0.22034, 1.34554], [-0.82422, -2.81729, 1.71709]]
}

=====

No. 6
{
  "formula": "C2H4OS",
  "method": "the ωB97M-V functional and the def2-TZVPD basis",
  "gap_ev": [8.59, 7.77],
  "fmax_ev_per_a": 2.3,
  "relative_energy_kcal_mol": 90.4,
  "e_lumo_ha": [0.0131, 0.0079],
  "molar_mass_g_mol": 76.12,
  "e_homo_ev": [-8.24, -7.55],
  "elements": ["C", "C", "O", "S", "H", "H", "H", "H"],
  "positions_angstrom": [[1.75108, -0.16060, -0.27495], [-0.89965, 0.58486, 0.07520], [2.79482, -0.50252, 0.20387], [-1.75219, -0.89665, -0.04591], [-0.91743, 1.13365, 0.99570], [1.58756, -0.05802, -1.35656], [-0.79709, 1.11394, -0.85104], [-1.76710, -1.21466, 1.25369]]
}

=====

No. 7
{
  "formula": "C4H27O13",
  "method": "the ωB97M-V functional and the def2-TZVPD basis",
  "gap_ev": 9.29,
  "fmax_ev_per_a": 1.0,
  "charge": -1,
  "relative_energy_kcal_mol": 0.0,
  "e_lumo_ha": 0.1024,
  "molar_mass_g_mol": 283.25,
  "e_homo_ev": -6.50,
  "elements": ["O", "C", "O", "C", "C", "C", "O", "H", "H", "H", "H", "H", "H", "H", "H", "H", "O", "H", "H", "O", "H", "H", "O", "H", "H", "O", "H", "H", "O", "H", "H", "O", "H", "H", "O", "H", "H", "O", "H", "H", "O", "H", "H", "O"],
  "positions_angstrom": [[3.03291, 0.17163, -0.46067], [1.95376, 0.44585, 0.09742], [1.75794, 0.28365, 1.35210], [0.81970, 1.03239, -0.74035], [1.03418, 0.86468, -2.25173], [-0.11789, 0.20045, -2.99422], [1.14865, 2.17448, -2.86037], [-0.12375, 0.59990, -0.40887], [0.73298, 2.09382, -0.48303], [1.96208, 0.31687, -2.42643], [0.21632, -0.04813, -4.00259], [-0.96576, 0.87558, -3.09300], [-0.42380, -0.71194, -2.49207], [1.98497, 2.57122, -2.58775], [1.71272, -2.80532, 0.77516], [0.45356, -2.50582, 1.69190], [0.72836, -2.90886, 0.82733], [0.49318, 1.33692, 2.01389], [-0.97335, 0.99276, 2.35020], [-0.35378, 1.75394, 2.31193], [0.77424, -0.66253, 2.49207], [-0.73022, -0.85276, 2.82504], [0.14318, -1.26278, 2.96006], [3.55537, -1.76266, 0.31866], [3.03436, -1.46246, 1.64512], [3.36929, -2.23299, 1.14960], [-0.81010, 2.86716, -2.22990], [-1.68767, 3.30604, -0.99637], [-1.72476, 2.99646, -1.93486], [-2.59222, 2.59739, 0.63200], [-1.21411, 2.84160, 1.29809], [-1.91450, 3.27204, 0.74709], [-2.67326, 0.43620, 1.44060], [-2.04134, -0.95642, 1.31056], [-2.26878, -0.25994, 1.96692], [-2.54260, 1.51208, -1.21260], [-2.47031, -0.03774, -0.73108], [-2.88287, 0.83614, -0.56966], [-1.94319, -2.56261, -0.45922], [-0.68157, -1.79783, -0.09976], [-1.62725, -1.65469, -0.31148], [-0.73841, -4.84168, -1.09042], [-0.39724, -4.12466, 0.23451], [-1.13343, -4.54375, -0.27381]]
}

=====

No. 8
{
  "formula": "C6H8N2",
  "method": "the ωB97M-V functional and the def2-TZVPD basis",
  "smiles": "C=C1N=CN[C@@H]2C[C@@H]12",
  "gap_ev": 9.08,
  "fmax_ev_per_a": 2.2,
  "relative_energy_kcal_mol": 72.6,
  "e_lumo_ha": 0.0333,
  "molar_mass_g_mol": 108.14,
  "e_homo_ev": -8.17,
  "elements": ["C", "C", "N", "C", "N", "C", "C", "C", "H", "H", "H", "H", "H", "H", "H", "H"],
  "positions_angstrom": [[-1.07267, 1.39544, -1.65510], [-0.12175, 0.75162, -0.94385], [1.06185, 1.32216, -0.43207], [1.64616, 0.81188, 0.60989], [1.23402, -0.33644, 1.29965], [-0.14741, -0.61050, 0.92772], [-0.92785, -1.71363, 0.18848], [-0.12458, -0.70468, -0.57059], [-0.98021, 2.51216, -1.67217], [-2.01443, 0.85787, -1.95728], [2.61368, 1.24497, 0.92348], [1.43359, -0.19669, 2.32507], [-0.83422, 0.16986, 1.36864], [-0.58979, -2.72265, 0.09039], [-1.99639, -1.64466, 0.36574], [0.82000, -1.13669, -0.86800]]
}

=====

> What is the formula in the eighth record?

C6H8N2